1.
An isolated ion of composition C3H6IN2 and charge +1. Source: the OMol25 dataset; level of theory: ωB97M-V with the def2-TZVPD basis set.

Results
structure (SMILES) = [H]/N=C([NH3+])/C=C/I
max |F| = 3.52 eV/Å
ΔE to the lowest compared entry with this formula, charge and spin = 177.9 kJ/mol
calculated total energy = -14280.26983 eV

ORCA input file:
```
! RIJCOSX wB97M-V def2-TZVPD def2/J DEFGRID3
* xyz 1 1
H 1.116 2.122 0.776
N 0.244 1.601 0.621
C -0.141 0.556 0.134
N 0.849 -0.681 -0.172
C -1.452 -0.013 -0.165
C -2.514 0.683 0.308
I -4.491 0.063 0.089
H 1.314 -0.658 -1.153
H 0.414 -1.614 -0.138
H 1.655 -0.779 0.503
H -1.595 -0.931 -0.857
H -2.320 1.584 0.759
*
```

---

2.
An isolated ion of composition C6H11N and charge -1. Source: the OMol25 dataset; level of theory: ωB97M-V with the def2-TZVPD basis set.

Results
max |F| = 1.62 eV/Å
ΔE to the lowest compared entry with this formula, charge and spin = 29.8 kJ/mol
calculated total energy = -7888.15595 eV

ORCA input file:
```
! RIJCOSX wB97M-V def2-TZVPD def2/J DEFGRID3
* xyz -1 2
C -1.386 0.132 -2.646
C -0.388 -0.400 -1.642
N 0.815 -1.292 0.906
C 0.206 -0.015 0.834
C -0.429 0.353 -0.325
C 1.234 0.677 3.033
C 0.231 0.744 2.046
H -1.430 -0.537 -3.516
H -1.132 1.090 -3.084
H -2.383 0.079 -2.215
H -0.534 -1.479 -1.482
H 0.660 -0.380 -1.979
H 1.031 -1.664 -0.015
H 1.683 -1.421 1.414
H -0.863 1.344 -0.395
H 1.421 1.528 3.684
H 1.865 -0.187 3.210
H -0.602 1.428 2.174
*
```

---

3.
A 2-piece molecular cluster, C6H13NO overall. Source: the OMol25 dataset; level of theory: ωB97M-V with the def2-TZVPD basis set.

Results
max |F| = 4.49 eV/Å
ΔE to the lowest compared entry with this formula, charge and spin = 866.0 kJ/mol
calculated total energy = -9962.19840 eV

ORCA input file:
```
! RIJCOSX wB97M-V def2-TZVPD def2/J DEFGRID3
* xyz 0 1
C 2.686 0.051 0.122
O 1.879 1.280 -1.933
C 1.557 0.378 0.968
C 0.380 1.239 0.280
C -0.413 0.414 -0.743
N -3.312 -1.896 0.621
C -2.507 -0.976 -0.147
C -1.151 -0.720 -0.016
H 3.486 0.672 0.502
H 2.637 -0.923 -0.441
H 2.472 0.731 -1.241
H 1.886 1.144 1.731
H 1.010 -0.455 1.427
H -0.179 1.897 0.938
H 1.045 1.797 -0.680
H -1.074 0.859 -1.412
H 0.342 -0.020 -1.310
H -2.978 -1.763 1.626
H -4.323 -1.661 0.491
H -3.004 -0.559 -1.078
H -0.441 -1.489 0.296
*
```

---

4.
A 2-piece molecular cluster, C2H7OS overall. Source: the OMol25 dataset; level of theory: ωB97M-V with the def2-TZVPD basis set.

Results
max |F| = 2.71 eV/Å
ΔE to the lowest compared entry with this formula, charge and spin = 248.3 kJ/mol
calculated total energy = -15068.83246 eV

ORCA input file:
```
! RIJCOSX wB97M-V def2-TZVPD def2/J DEFGRID3
* xyz -1 1
C 0.074 -1.070 1.203
S 0.089 -0.502 2.974
H 1.094 -1.232 0.826
H -0.308 -0.096 0.602
H -0.569 -1.987 1.033
H 0.791 0.471 2.372
C -0.239 0.902 -1.797
O -0.255 1.540 -0.512
H -1.084 0.169 -1.963
H 0.661 0.210 -2.040
H -0.254 1.595 -2.698
*
```

---

5.
C16H23CdF4N2O4S3Se as an isolated structure. Source: the OMol25 dataset; level of theory: ωB97M-V with the def2-TZVPD basis set.

Results
max |F| = 0.45 eV/Å
ΔE to the lowest compared entry with this formula, charge and spin = 26.4 kJ/mol
calculated total energy = -141421.44107 eV

ORCA input file:
```
! RIJCOSX wB97M-V def2-TZVPD def2/J DEFGRID3
* xyz -1 1
Cd -0.247 1.144 -0.216
C 1.141 -0.841 -2.552
N 0.569 0.490 -2.466
C -0.394 0.723 -3.538
C 1.587 1.538 -2.499
C 2.616 1.419 -1.381
N 1.994 1.099 -0.110
C 2.788 0.970 0.960
C 2.219 0.703 2.228
F 0.873 0.687 2.312
C 2.932 0.518 3.381
F 2.249 0.259 4.517
C 4.313 0.590 3.415
C 4.908 0.893 2.208
F 6.250 1.011 2.154
C 4.205 1.090 1.037
F 4.942 1.413 -0.053
H 1.703 -0.978 -3.490
H 0.334 -1.575 -2.528
H 1.803 -1.020 -1.705
H 0.091 0.613 -4.521
H -0.808 1.724 -3.436
H -1.211 0.009 -3.462
H 1.061 2.496 -2.439
H 2.121 1.513 -3.464
H 3.132 2.385 -1.355
H 3.373 0.673 -1.655
H 4.881 0.447 4.319
C -1.639 -1.034 2.958
C -1.352 -2.397 2.322
S -0.219 -2.373 0.905
C -1.156 -3.371 -0.268
C -2.532 -2.839 -0.665
S -2.511 -1.134 -1.268
C -3.829 -0.367 -0.310
C -3.684 -0.358 1.205
S -2.137 0.323 1.877
H -2.406 -1.167 3.725
H -0.753 -0.667 3.470
H -0.943 -3.047 3.097
H -2.283 -2.860 1.992
H -0.515 -3.436 -1.149
H -1.263 -4.389 0.115
H -2.929 -3.499 -1.440
H -3.223 -2.912 0.177
H -3.817 0.652 -0.696
H -4.787 -0.829 -0.561
H -4.512 0.233 1.601
H -3.796 -1.365 1.613
O -1.041 4.147 -2.112
Se -1.867 3.461 -0.891
O -0.852 3.240 0.425
O -2.113 1.838 -1.303
O -3.266 4.156 -0.481
*
```

---

6.
C16H15KN5 as an isolated structure. Source: the OMol25 dataset; level of theory: ωB97M-V with the def2-TZVPD basis set.

Results
max |F| = 0.37 eV/Å
ΔE to the lowest compared entry with this formula, charge and spin = 6.1 kJ/mol
calculated total energy = -40608.35282 eV

ORCA input file:
```
! RIJCOSX wB97M-V def2-TZVPD def2/J DEFGRID3
* xyz 1 1
K 0.739 0.368 -0.200
C -3.077 0.474 1.503
N -1.809 -0.115 1.867
C -1.867 -1.387 2.549
C -0.519 -2.029 2.467
N 0.388 -1.733 1.570
C 1.460 -2.584 1.836
C 2.689 -2.714 1.196
C 3.575 -3.654 1.683
C 3.254 -4.458 2.785
C 2.038 -4.345 3.430
C 1.154 -3.397 2.933
N -0.122 -3.015 3.310
C -2.826 1.519 0.462
N -1.759 1.566 -0.295
C -1.951 2.662 -1.134
C -1.143 3.180 -2.143
C -1.591 4.295 -2.822
C -2.821 4.893 -2.513
C -3.637 4.392 -1.518
C -3.177 3.270 -0.841
N -3.710 2.510 0.185
H -3.555 0.930 2.374
H -3.787 -0.264 1.094
H -1.267 -0.230 1.019
H -2.609 -2.072 2.108
H -2.144 -1.247 3.598
H 2.951 -2.108 0.336
H 4.538 -3.780 1.207
H 3.975 -5.184 3.135
H 1.791 -4.969 4.279
H -0.659 -3.369 4.083
H -0.194 2.725 -2.403
H -0.988 4.720 -3.612
H -3.137 5.765 -3.069
H -4.587 4.852 -1.284
H -4.578 2.666 0.670
*
```

---

7.
C20H44ClLi2O10 as an isolated structure. Source: the OMol25 dataset; level of theory: ωB97M-V with the def2-TZVPD basis set.

Results
max |F| = 4.86 eV/Å
calculated total energy = -54837.22210 eV

ORCA input file:
```
! RIJCOSX wB97M-V def2-TZVPD def2/J DEFGRID3
* xyz 2 2
Li 15.800 12.594 7.054
Li 10.722 14.657 6.911
Cl 12.937 13.383 8.087
O 12.976 13.402 6.693
O 14.253 13.104 8.547
O 12.644 14.693 8.548
O 12.061 12.469 8.627
C 11.179 7.580 6.992
C 11.702 6.408 7.781
C 13.101 6.961 8.357
O 12.952 8.379 8.362
C 12.087 8.834 7.315
H 10.173 7.849 7.314
H 11.234 7.446 5.912
H 11.785 5.519 7.156
H 10.999 6.042 8.529
H 13.918 6.769 7.662
H 13.280 6.678 9.394
H 12.768 9.016 6.484
H 11.566 9.774 7.499
C 9.444 11.876 4.093
C 8.439 13.020 3.928
C 9.222 14.277 4.336
O 10.240 13.716 5.234
C 10.297 12.302 5.308
H 10.170 11.910 3.281
H 9.014 10.885 4.238
H 7.681 12.911 4.704
H 7.959 13.034 2.950
H 8.541 15.084 4.606
H 9.737 14.493 3.400
H 9.696 12.008 6.169
H 11.319 11.924 5.338
C 12.289 17.973 4.942
C 10.922 18.635 5.300
C 10.097 17.576 6.050
O 11.025 16.544 6.389
C 11.986 16.495 5.318
H 13.212 18.234 5.458
H 12.537 18.116 3.890
H 10.391 18.877 4.379
H 11.046 19.511 5.936
H 9.320 17.190 5.390
H 9.588 17.939 6.942
H 11.626 15.963 4.438
H 12.907 16.057 5.704
C 17.433 11.136 9.889
C 16.236 10.139 10.046
C 15.572 10.195 8.680
O 16.462 10.951 7.808
C 17.691 11.194 8.391
H 18.361 10.931 10.423
H 17.204 12.165 10.165
H 15.549 10.390 10.855
H 16.621 9.130 10.194
H 14.605 10.678 8.818
H 15.581 9.226 8.182
H 18.206 12.107 8.092
H 18.347 10.392 8.053
C 16.214 16.396 8.158
C 17.083 15.157 8.175
O 16.911 14.316 7.021
H 16.473 16.922 9.077
H 15.197 16.006 8.193
H 16.491 16.994 7.291
H 16.785 14.480 8.976
H 18.091 15.511 8.388
H 17.269 14.812 6.281
C 13.480 13.521 3.331
C 13.406 12.803 2.060
O 14.630 12.800 1.362
H 14.101 14.415 3.383
H 13.583 12.752 4.097
H 12.460 13.808 3.585
H 12.642 13.229 1.409
H 13.102 11.759 2.130
H 15.286 12.270 1.822
*
```

---

8.
A 2-piece molecular cluster, C3H8O3S overall. Source: the OMol25 dataset; level of theory: ωB97M-V with the def2-TZVPD basis set.

Results
structure (SMILES) = O=C(O)CCS.O
max |F| = 4.75 eV/Å
ΔE to the lowest compared entry with this formula, charge and spin = 82.7 kJ/mol
calculated total energy = -20218.09380 eV

ORCA input file:
```
! RIJCOSX wB97M-V def2-TZVPD def2/J DEFGRID3
* xyz 0 1
O -0.459 -1.967 -1.476
C -0.020 -1.798 -0.356
O 0.029 -2.682 0.578
C 0.212 -0.391 0.166
C 1.722 -0.139 0.365
S 2.028 1.628 0.443
H 0.456 -2.288 1.387
H -0.293 0.393 -0.430
H -0.224 -0.375 1.183
H 2.074 -0.613 1.302
H 2.274 -0.603 -0.475
H 3.212 1.570 1.089
O -3.734 2.588 -0.899
H -3.596 1.636 -1.107
H -3.682 3.041 -1.771
*
```

---

9.
One molecule with the formula C4H11NO. Source: the OMol25 dataset; level of theory: ωB97M-V with the def2-TZVPD basis set.

Results
structure (SMILES) = CCOCNC
max |F| = 3.02 eV/Å
ΔE to the lowest compared entry with this formula, charge and spin = 283.2 kJ/mol
calculated total energy = -7861.61808 eV

ORCA input file:
```
! RIJCOSX wB97M-V def2-TZVPD def2/J DEFGRID3
* xyz 0 1
C -0.361 0.264 2.348
C 0.225 1.054 1.197
O 0.904 0.287 0.223
C 0.797 0.288 -1.204
N 0.134 -1.005 -1.533
C -1.285 -0.907 -1.213
H -0.130 0.523 3.380
H -1.425 0.407 2.246
H -0.394 -0.816 2.219
H 0.848 1.835 1.650
H -0.731 1.375 0.758
H 0.166 1.313 -1.417
H 1.764 0.299 -1.750
H 0.640 -1.708 -1.002
H -1.732 -0.499 -2.111
H -1.878 -1.807 -1.161
H -1.500 -0.114 -0.501
*
```

---

10.
A 6-piece molecular cluster, C3H18O7 overall. Source: the OMol25 dataset; level of theory: ωB97M-V with the def2-TZVPD basis set.

Results
structure (SMILES) = OCCCO.O.O.O.O.O
max |F| = 4.84 eV/Å
ΔE to the lowest compared entry with this formula, charge and spin = 184.5 kJ/mol
calculated total energy = -17733.76068 eV

ORCA input file:
```
! RIJCOSX wB97M-V def2-TZVPD def2/J DEFGRID3
* xyz 0 1
O -1.447 -0.542 2.247
C -1.242 -0.221 0.860
C -1.930 1.195 0.611
C -1.521 1.455 -0.814
O -0.116 1.312 -0.965
H -2.364 -0.326 2.597
H -0.130 -0.253 1.003
H -1.683 -0.946 0.215
H -3.040 1.273 0.678
H -1.330 1.965 1.291
H -1.873 0.528 -1.485
H -2.017 2.331 -1.298
H 0.527 1.908 -0.284
O 2.650 -1.288 -0.302
H 1.933 -1.306 -1.010
H 3.427 -1.280 -0.999
O 2.371 1.786 0.794
H 2.314 0.815 0.842
H 2.473 2.069 1.730
O 0.602 -0.817 -2.080
H 0.632 -0.298 -2.906
H 0.498 -0.098 -1.455
O -1.886 -2.066 -2.639
H -1.585 -1.694 -1.824
H -1.361 -1.602 -3.247
O 1.523 -0.417 2.641
H 1.595 -0.909 1.797
H 0.567 -0.500 2.844
*
```

---

11.
A 10-piece molecular cluster, C43H113N7O13 overall. Source: the OMol25 dataset; level of theory: ωB97M-V with the def2-TZVPD basis set.

Results
structure (SMILES) = COC[C@H](C)N.COC[C@H](C)N.COC[C@H](C)N.COC[C@H](C)N.COCCNCCOC.COCCNCCOC.COCCNCCOC.CC(C)O.CC(C)O.CC(C)O
max |F| = 2.29 eV/Å
ΔE to the lowest compared entry with this formula, charge and spin = 57.8 kJ/mol
calculated total energy = -83465.03932 eV

ORCA input file:
```
! RIJCOSX wB97M-V def2-TZVPD def2/J DEFGRID3
* xyz 0 1
C -4.603 1.819 3.202
O -3.299 1.605 3.702
C -2.833 2.787 4.283
C -1.331 2.730 4.499
C -0.958 1.641 5.533
N -0.909 4.044 5.066
H -5.245 2.249 3.977
H -5.074 0.863 2.957
H -4.628 2.381 2.266
H -3.018 3.723 3.731
H -3.379 3.034 5.210
H -0.769 2.589 3.577
H -1.499 0.727 5.264
H -1.212 1.955 6.543
H 0.099 1.368 5.493
H -1.576 4.271 5.803
H -0.053 3.909 5.595
C -5.189 0.174 -1.757
O -4.436 1.343 -2.001
C -3.791 1.338 -3.269
C -2.711 2.419 -3.374
C -3.256 3.809 -3.086
N -2.187 2.432 -4.749
H -4.631 -0.769 -1.745
H -5.886 0.149 -2.607
H -5.771 0.207 -0.839
H -3.407 0.335 -3.494
H -4.582 1.512 -4.013
H -1.908 2.201 -2.667
H -3.773 4.319 -3.895
H -2.417 4.454 -2.799
H -3.815 3.838 -2.148
H -2.826 2.930 -5.364
H -2.234 1.498 -5.155
C -2.849 -4.136 -2.023
O -3.738 -3.521 -2.931
C -5.098 -3.609 -2.550
C -5.657 -5.017 -2.705
C -5.981 -5.411 -4.143
N -6.924 -5.049 -1.952
H -3.044 -5.208 -1.917
H -2.939 -3.688 -1.029
H -1.812 -4.083 -2.348
H -5.201 -3.270 -1.508
H -5.687 -2.878 -3.108
H -4.989 -5.750 -2.244
H -5.049 -5.544 -4.701
H -6.482 -4.597 -4.663
H -6.491 -6.371 -4.122
H -7.214 -6.015 -1.822
H -6.854 -4.735 -0.988
C 1.201 -1.989 5.469
O 1.480 -2.870 4.429
C 0.618 -2.815 3.326
C 1.078 -3.657 2.141
C 2.529 -3.388 1.753
N 0.145 -3.412 1.040
H 0.193 -2.146 5.878
H 1.299 -0.953 5.113
H 1.904 -2.131 6.288
H -0.420 -3.071 3.574
H 0.601 -1.749 3.033
H 0.950 -4.692 2.474
H 2.836 -3.932 0.857
H 3.194 -3.639 2.581
H 2.645 -2.336 1.479
H 0.525 -3.824 0.196
H 0.080 -2.400 0.858
C 8.817 -0.572 -2.983
O 7.597 -0.461 -2.285
C 6.525 -0.239 -3.194
C 5.185 -0.535 -2.541
N 4.964 0.397 -1.448
C 3.818 0.027 -0.641
C 3.679 0.953 0.564
O 2.396 0.819 1.136
C 2.213 1.671 2.244
H 8.742 -1.392 -3.708
H 9.683 -0.678 -2.340
H 8.970 0.310 -3.619
H 6.633 -0.916 -4.046
H 6.574 0.799 -3.526
H 5.201 -1.580 -2.194
H 4.404 -0.461 -3.301
H 5.827 0.355 -0.910
H 3.907 -1.033 -0.365
H 2.905 0.153 -1.231
H 3.672 1.937 0.080
H 4.542 0.864 1.228
H 1.190 1.576 2.610
H 2.406 2.723 2.012
H 2.849 1.385 3.088
C 7.706 -0.147 -7.010
O 6.843 0.638 -6.255
C 5.929 1.395 -7.069
C 4.789 1.841 -6.175
N 3.496 1.713 -6.834
C 2.381 2.289 -6.086
C 2.009 1.526 -4.803
O 1.270 0.381 -5.139
C 0.783 -0.308 -4.018
H 8.344 0.447 -7.678
H 7.259 -0.967 -7.590
H 8.384 -0.678 -6.333
H 5.526 0.765 -7.869
H 6.491 2.212 -7.525
H 4.950 2.881 -5.881
H 4.842 1.239 -5.261
H 3.272 0.720 -6.879
H 1.495 2.350 -6.716
H 2.641 3.286 -5.720
H 1.463 2.215 -4.143
H 2.924 1.296 -4.243
H 1.508 -0.486 -3.213
H 0.356 -1.274 -4.279
H -0.011 0.307 -3.569
C 1.197 -7.054 7.221
O 0.177 -6.087 7.261
C 0.109 -5.260 6.130
C -1.209 -4.454 6.125
N -1.392 -3.845 7.453
C -2.729 -3.239 7.632
C -2.972 -2.122 6.637
O -3.352 -2.616 5.361
C -3.125 -1.616 4.384
H 0.951 -7.864 6.527
H 1.265 -7.464 8.228
H 2.169 -6.628 6.954
H 0.104 -5.764 5.159
H 0.895 -4.499 6.161
H -2.003 -5.164 5.865
H -1.114 -3.699 5.351
H -1.393 -4.650 8.074
H -2.761 -2.897 8.669
H -3.500 -4.020 7.575
H -2.078 -1.493 6.575
H -3.797 -1.495 7.000
H -2.055 -1.432 4.249
H -3.665 -0.702 4.639
H -3.503 -1.981 3.428
C 3.195 5.086 -1.126
C 2.228 4.476 -2.150
C 1.475 3.272 -1.584
O 1.275 5.454 -2.542
H 4.002 4.424 -0.830
H 2.570 5.410 -0.288
H 3.576 6.031 -1.518
H 2.848 4.196 -3.009
H 0.832 3.464 -0.727
H 2.205 2.496 -1.330
H 0.880 2.791 -2.368
H 0.806 5.087 -3.299
C -1.513 -0.811 -1.007
C -0.795 0.140 -0.093
C -1.670 0.705 1.024
O 0.244 -0.605 0.559
H -0.862 -1.158 -1.813
H -2.333 -0.298 -1.515
H -1.882 -1.691 -0.480
H -0.372 0.976 -0.665
H -2.470 1.366 0.677
H -1.157 1.269 1.804
H -2.109 -0.143 1.559
H 0.934 0.039 0.839
C -1.481 6.535 -0.452
C -2.725 5.960 0.231
C -2.627 4.471 0.521
O -3.035 6.693 1.411
H -0.578 6.189 0.062
H -1.524 7.622 -0.424
H -1.358 6.195 -1.481
H -3.551 6.141 -0.463
H -2.321 3.900 -0.355
H -3.576 4.083 0.900
H -1.929 4.227 1.331
H -2.515 6.308 2.127
*
```